The following is a DFT calculation (ωB97M-V/def2-TZVPD) of one molecule with the formula C3H5N3S2.

Structure (XYZ):
```
13
Properties=species:S:1:pos:R:3:forces:R:3:lowdin_charge:R:1
H -0.331043 0.631739 -2.680507 -0.3 -0.2 0.5 0.040
N -0.546897 -0.358547 -2.743996 -0.7 -3.0 -0.5 0.059
C -0.651149 -0.920184 -1.583659 1.1 3.1 -2.4 -0.771
N -0.434332 -0.052875 -0.557091 0.8 -0.8 4.7 0.001
C -0.177271 -0.667612 0.590127 -0.7 0.7 -2.7 -0.677
S 0.201738 0.342757 2.004536 0.1 -0.8 0.0 0.874
C 0.768295 1.835733 1.133221 1.8 -0.4 0.7 -0.391
N -0.212586 -2.099118 0.533095 0.8 2.6 0.2 -0.307
S -0.728304 -2.580730 -1.024680 -0.3 -0.4 -0.5 0.985
H 1.169949 2.578563 1.864373 -0.6 -0.8 -0.2 0.052
H 1.656671 1.517249 0.536212 -1.1 0.5 0.0 0.055
H -0.051248 2.251967 0.603929 -0.4 0.3 -0.8 0.015
H -0.663823 -2.478943 1.324440 -0.6 -0.9 0.8 0.064
```
Forces are in eV/Å.

Properties
Energy relative to the best compared isomer or geometry (same formula, charge and spin) = 123.3 kJ/mol
SMILES string = [H]/N=c1\nc(SC)[nH]s1
LUMO energy = 0.28 eV
Energy = -29331.42826 eV

The following is a DFT calculation (ωB97M-V/def2-TZVPD) of a 2-piece molecular cluster, C6H21N7 overall.

Structure (XYZ):
```
34
Properties=species:S:1:pos:R:3:forces:R:3:lowdin_charge:R:1
C -0.639919 -0.911087 0.937240 0.1 0.3 0.8 -0.158
C -1.599823 -0.559809 0.158804 -3.4 -1.5 -2.8 -0.304
C 1.361095 -0.320211 -0.298818 1.8 3.1 -1.1 -0.369
C -2.172050 -1.691804 -0.661746 -2.1 0.1 3.2 -0.012
C -2.475964 0.637228 0.186572 -0.8 1.0 -0.7 -0.021
C 0.473544 1.405891 -2.008152 0.8 -2.7 -1.6 0.038
N 0.598180 1.872148 0.233215 1.5 0.6 5.4 -0.108
N 0.968674 0.919374 -0.660786 -1.8 -0.2 -2.2 -0.066
N 1.636500 -1.380008 -1.170128 -0.6 1.0 0.5 0.186
N -0.264539 2.962038 0.010153 0.3 0.8 0.2 0.030
N 2.015835 -0.454803 0.906612 -1.2 0.3 0.2 -0.038
N -0.176092 -2.274994 1.029845 1.4 -0.8 -1.3 0.215
N 2.377773 0.689748 1.668358 -0.7 -2.4 1.9 0.065
H -0.325826 -0.201985 1.617289 1.2 0.7 1.8 0.111
H -2.710407 -1.379519 -1.476950 -1.1 1.0 -2.2 0.065
H -3.041530 -2.149553 0.015893 2.0 0.4 -1.3 0.178
H -1.441160 -2.358864 -0.979506 1.0 -1.6 -0.6 0.057
H -2.371926 1.117055 1.134883 -0.4 0.3 0.8 0.082
H -3.531527 0.335780 -0.032556 0.8 0.0 0.7 0.124
H -2.397513 1.472422 -0.545145 0.8 -0.9 0.0 0.103
H -0.251543 0.692093 -2.546792 1.2 0.8 1.1 0.127
H -0.043414 2.351397 -1.866569 0.4 -0.2 0.0 0.072
H 1.429809 1.467998 -2.571758 -1.0 0.3 -0.2 0.113
H 2.549666 -1.710565 -0.918145 0.5 -0.5 -0.4 0.114
H 1.632725 -1.131359 -2.151509 -0.3 -0.1 -0.1 0.127
H -1.090714 2.791450 0.558628 -0.3 0.0 0.0 0.060
H 0.072104 3.939189 0.303711 0.3 -2.2 -0.7 0.160
H 2.700335 -1.160994 0.960579 0.8 -1.0 -0.2 0.135
H 0.190635 -2.436481 1.935704 0.5 -0.3 1.3 0.162
H 0.575576 -2.590691 0.336679 -0.9 0.9 0.6 0.173
H -0.908430 -2.946351 0.888538 -1.0 -0.4 0.0 0.155
H 2.517711 0.243424 2.630309 0.4 1.7 -1.6 0.173
H 1.160022 1.715119 1.167541 -1.4 0.8 -2.1 0.138
H 3.182186 1.046716 1.207998 1.3 0.7 0.4 0.115
```
Forces are in eV/Å.

Properties
Energy relative to the best compared isomer or geometry (same formula, charge and spin) = 184.9 kJ/mol
LUMO energy = -6.60 eV
Total charge = +2
Energy = -16971.78930 eV

The following is a DFT calculation (ωB97M-V/def2-TZVPD) of a 4-piece molecular cluster, C2H9NO5 overall.

Structure (XYZ):
```
17
Properties=species:S:1:pos:R:3:forces:R:3:lowdin_charge:R:1
O 0.501019 -2.020969 -1.672036 2.1 1.2 1.7 0.069
C 1.388948 -1.352784 -1.159014 -2.9 -1.5 1.4 -0.243
N 1.614497 -1.114360 0.271491 -0.2 -1.0 -0.7 0.024
C 1.027597 -2.004121 1.246628 -3.0 0.5 -3.0 -0.228
O -0.184603 -2.171079 1.071970 3.1 -0.5 1.9 0.064
H 2.082172 -0.832657 -1.734251 1.5 1.1 -1.1 0.107
H 2.332613 -0.475010 0.585796 0.5 -0.4 -0.5 0.124
H 1.781284 -2.554667 1.856204 -0.9 0.3 0.2 0.141
O 0.285734 1.532216 0.387876 -1.6 3.2 1.5 -0.073
H -0.344898 1.623264 1.196536 1.5 -1.0 -2.2 0.109
H 0.736246 0.733212 0.251805 0.3 -2.0 0.6 -0.037
O -1.534625 1.569550 -1.477540 8.3 -7.6 8.1 0.033
H -2.061709 1.960209 -1.951968 -7.7 7.3 -8.0 -0.107
H -0.682335 1.872955 -1.097772 -0.9 0.5 -0.4 0.048
O -2.395822 1.192054 1.073313 -3.4 7.2 0.2 -0.036
H -2.526985 1.628536 0.168729 0.8 -1.5 1.6 0.071
H -2.019134 0.413650 0.982234 2.6 -5.9 -1.3 -0.067
```
Forces are in eV/Å.

Properties
Energy relative to the best compared isomer or geometry (same formula, charge and spin) = 299.5 kJ/mol
SMILES string = O=CNC=O.O.O.O
LUMO energy = 0.13 eV
Energy = -13945.05358 eV

The following is a DFT calculation (ωB97M-V/def2-TZVPD) of C2DyF6NO3S2 as an isolated structure.

Structure (XYZ):
```
15
Properties=species:S:1:pos:R:3:forces:R:3:lowdin_charge:R:1
N -0.153428 0.249370 -0.160127 0.7 0.9 0.5 -0.577
S -1.355911 -0.229411 -1.234635 -1.5 0.8 -0.1 0.975
O -2.393463 0.849682 -1.246122 1.4 -0.9 0.3 -0.471
C -2.072123 -1.493711 -0.047382 -0.2 0.0 -0.7 -0.781
F -2.480958 -0.925965 1.073122 0.0 0.3 0.5 0.134
F -1.169592 -2.420063 0.227008 0.2 -0.2 0.1 0.137
F -3.110910 -2.056273 -0.650027 0.0 0.0 0.0 0.147
S 1.365808 0.191075 -0.669087 -0.3 -0.3 -1.7 0.585
O 2.006059 1.230414 0.180578 -0.5 0.5 0.4 -0.527
O 1.588491 0.178927 -2.105672 -0.3 0.3 2.3 -0.245
C 2.063961 -1.428542 -0.050740 0.2 0.1 -0.4 -0.703
F 1.861883 -1.532638 1.246433 -0.1 0.1 0.5 0.164
F 1.462052 -2.420435 -0.680171 -0.1 0.1 0.0 0.175
F 3.357450 -1.454407 -0.307890 0.0 0.1 0.0 0.184
Dy 0.160197 2.402945 1.404631 0.5 -1.8 -1.6 1.802
```
Forces are in eV/Å.

Properties
2S+1 = 7
LUMO energy (alpha / beta) = -5.04 / -6.40 eV
Total charge = +1
Energy = -71756.47574 eV

The following is a DFT calculation (ωB97M-V/def2-TZVPD) of one molecule with the formula C19H20FN3O4S.

Structure (XYZ):
```
48
Properties=species:S:1:pos:R:3:forces:R:3:lowdin_charge:R:1
C 3.778218 -1.317803 6.572966 1.0 -0.7 -0.9 -0.128
C 3.974117 0.183351 6.446624 0.1 0.2 1.3 -0.272
C 3.141250 0.725681 5.271024 0.4 -3.1 0.0 -0.262
S 1.390466 0.882133 5.454495 -5.1 0.6 2.8 0.694
O 0.978185 1.872037 6.510540 2.2 -1.8 -2.0 -0.338
O 0.608778 -0.355858 5.519410 2.2 0.6 -0.3 -0.305
N 0.867542 1.696869 4.086049 0.6 -0.4 -0.5 -0.092
C 0.187098 1.104318 2.964198 0.4 -0.9 -1.1 -0.244
C 0.790962 0.011780 2.161822 -1.6 2.9 2.0 -0.004
C 0.055194 -0.338785 1.034527 1.0 -0.8 0.4 -0.040
C -1.212021 0.250397 0.696118 0.5 1.0 -1.5 -0.102
C -1.885033 -0.003995 -0.619165 -1.1 -1.8 0.9 -0.147
N -3.097103 -0.531966 -0.431136 1.4 0.7 1.1 0.136
C -3.842315 -0.663288 -1.496591 -0.7 0.9 -4.0 -0.183
N -3.502026 -0.267216 -2.742969 -1.7 -1.0 2.3 0.133
C -2.243690 0.195411 -2.943292 -4.0 -1.8 0.2 -0.289
C -1.991509 0.455828 -4.235140 4.1 1.3 -1.4 0.087
C -0.638778 0.772983 -4.512859 -3.9 -0.2 -1.3 -0.151
O -0.533448 0.926991 -5.875413 1.5 0.3 0.0 -0.070
C 0.194005 2.038941 -6.390839 0.4 -0.1 0.7 -0.057
C 0.303037 0.868011 -3.469843 0.5 0.1 0.5 -0.213
O 1.567291 1.187316 -3.857709 0.3 -0.2 -0.4 -0.077
C 2.602982 0.517036 -3.131438 0.0 0.1 -3.7 -0.041
C -0.060709 0.635854 -2.138384 3.5 0.4 -0.4 0.071
C -1.365997 0.232415 -1.922087 1.6 0.8 3.6 -0.125
C -1.779308 1.312232 1.415515 3.2 -0.7 2.5 -0.183
F -2.896722 1.977653 1.098983 0.7 -0.6 0.0 0.104
C -1.015337 1.710066 2.593665 -1.0 -0.5 -0.8 0.061
H 4.255613 -1.702856 7.478421 -0.1 0.0 -0.1 0.072
H 2.721164 -1.565780 6.589565 0.0 -0.3 -0.1 0.060
H 4.316501 -1.818387 5.679842 -1.1 0.6 1.3 0.108
H 5.108531 0.309694 6.357796 -1.7 0.6 -0.3 0.134
H 3.630234 0.727049 7.384076 0.5 -0.6 -1.0 0.129
H 3.268814 0.052659 4.390427 -0.1 0.6 0.4 0.113
H 3.409797 1.677408 5.052386 0.9 3.0 -1.0 0.060
H 0.366176 2.446727 4.539208 -0.2 0.4 -0.4 0.091
H 1.762037 -0.329924 2.594172 -1.0 -0.3 -1.2 0.108
H 0.565042 -1.155395 0.431489 -1.3 1.1 0.3 0.139
H -4.868374 -1.038640 -1.436528 0.4 -0.1 0.4 0.110
H -2.739019 0.398353 -5.002362 0.0 -0.1 -0.1 0.137
H -0.290650 2.465799 -7.235291 -0.8 0.0 -0.7 0.081
H 1.196496 1.815574 -6.683969 0.7 -0.7 -0.2 0.079
H 0.294583 2.805109 -5.656501 -0.1 0.7 0.7 0.085
H 3.506078 0.476490 -3.747724 -0.2 0.4 -0.1 0.105
H 2.790988 1.072577 -2.318076 0.9 1.5 3.4 0.050
H 2.327222 -0.477174 -2.995792 -0.6 -1.7 0.9 0.084
H 0.826558 0.685823 -1.335055 -2.6 -0.1 -1.7 0.166
H -1.422423 2.476998 3.255341 0.0 -0.1 -0.3 0.122
```
Forces are in eV/Å.

Properties
Energy relative to the best compared isomer or geometry (same formula, charge and spin) = 471.9 kJ/mol
SMILES string = CCCS(=O)(=O)Nc1ccc(-c2ncnc3cc(OC)c(OC)cc23)c(F)c1
LUMO energy = -0.14 eV
Energy = -46236.34660 eV

The following is a DFT calculation (ωB97M-V/def2-TZVPD) of C2H6CsO as an isolated structure.

Structure (XYZ):
```
10
Properties=species:S:1:pos:R:3:forces:R:3:lowdin_charge:R:1
Cs -7.064900 -1.469090 11.737310 -2.4 2.8 4.6 1.420
C -5.782130 -2.611320 8.251020 0.7 1.6 -0.4 -0.040
C -5.541860 -2.473220 9.755740 -0.3 -2.0 -1.7 -0.552
O -4.856490 -3.619920 10.180820 0.3 -0.3 0.1 -0.042
H -4.864850 -2.902300 7.739130 -0.1 -0.8 0.2 0.096
H -5.880100 -1.625860 7.795630 -0.4 0.4 0.3 0.079
H -6.679040 -3.138250 7.925420 0.4 -0.5 0.4 0.091
H -6.511040 -2.489060 10.254270 1.4 -1.5 -3.2 -0.219
H -5.019780 -1.571420 10.075550 0.3 0.4 -0.4 0.080
H -4.658950 -3.588920 11.119760 0.2 -0.1 0.1 0.086
```
Forces are in eV/Å.

Properties
Energy relative to the best compared isomer or geometry (same formula, charge and spin) = 255.4 kJ/mol
LUMO energy = -4.01 eV
Total charge = +1
Energy = -4758.78939 eV

> Which value of energy does entry 4 give?

-71756.47574 eV

> The highest energy belongs to which entry?

C2H6CsO